(1)
The following is a quantum chemistry calculation of an isolated molecule of C11H15P at a distorted geometry, from the Open Molecules 2025 dataset.

ΔE to the lowest compared entry with this formula, charge and spin ... 53.3 kcal/mol
Structure (SMILES) ... CC[P@@]12=C=C[C@H]3[C@@H](C=C1C)[C@H]3C2
Frontier orbital gap ... 0.291 Eh

Last column: Löwdin charge in e.
Element x y z (Å)
C1 -2.89 1.52 0.44  -0.1489
C2 -2.26 0.25 -0.14  -0.3158
P1 -0.46 0.25 0.23  0.9819
C3 0.04 1.56 1.33  -0.2060
C4 1.32 1.83 1.09  -0.2751
C5 2.30 1.10 0.31  -0.2121
C6 2.38 -0.39 -0.14  -0.1748
C7 1.49 -1.61 0.24  -0.0395
C8 0.16 -1.51 0.32  -0.3577
C9 -0.69 -2.71 0.46  -0.1085
C10 1.89 0.68 -1.13  -0.2239
C11 0.37 0.56 -1.42  -0.2214
H1 -2.42 2.41 0.07  0.0597
H2 -3.92 1.45 0.22  0.0589
H3 -2.74 1.57 1.49  0.0470
H4 -2.19 0.10 -1.20  0.0718
H5 -2.72 -0.60 0.31  0.0595
H6 1.73 2.77 1.55  0.0892
H7 3.38 1.37 0.27  0.1406
H8 3.38 -0.68 -0.28  0.1042
H9 2.04 -2.49 0.41  0.0958
H10 -0.67 -3.12 1.55  0.1155
H11 -0.26 -3.52 -0.14  0.0796
H12 -1.71 -2.67 0.15  0.0441
H13 2.49 0.84 -2.01  0.1229
H14 -0.30 1.38 -1.96  0.1304
H15 0.25 -0.34 -2.03  0.0824


(2)
The following is a quantum chemistry calculation of a structure of composition C16H15BiN2OS2 at a distorted geometry, from the Open Molecules 2025 dataset.

Frontier orbital gap ... 0.232 Eh

Last column: Löwdin charge in e.
Element x y z (Å)
Bi1 0.17 -1.81 3.53  1.3334
C1 0.48 1.37 3.33  -0.0938
C2 0.06 0.69 2.09  -0.4680
N1 -0.87 -0.10 2.52  -0.1063
N2 -1.09 -0.95 0.98  -0.0012
C3 -1.28 -2.27 0.76  -0.7463
S1 -1.03 -3.72 2.45  0.1380
S2 -1.94 -2.88 -0.81  0.8735
C4 -0.86 -1.93 -1.93  -0.4237
C5 -1.50 -0.61 -2.27  -0.3114
C6 -2.76 -0.56 -2.89  -0.0594
C7 -3.36 0.67 -3.18  -0.0794
C8 -2.70 1.86 -2.86  -0.0910
C9 -1.44 1.82 -2.25  -0.0749
C10 -0.84 0.59 -1.96  -0.0461
C11 1.26 0.52 1.20  -0.1683
C12 1.66 1.59 0.37  -0.0571
C13 2.80 1.46 -0.43  -0.0869
C14 3.56 0.28 -0.39  -0.0744
C15 3.19 -0.76 0.46  -0.0511
C16 2.07 -0.68 1.30  -0.1294
O1 2.18 -1.76 2.57  -0.4856
H1 -0.42 1.54 3.98  0.1012
H2 1.23 0.79 3.92  0.0821
H3 0.92 2.35 3.11  0.0959
H4 0.15 -1.81 -1.48  0.0900
H5 -0.71 -2.52 -2.86  0.0935
H6 -3.28 -1.48 -3.14  0.1028
H7 -4.33 0.70 -3.65  0.0992
H8 -3.16 2.81 -3.09  0.0972
H9 -0.93 2.74 -2.01  0.0963
H10 0.13 0.57 -1.50  0.0825
H11 1.08 2.50 0.33  0.1181
H12 3.10 2.27 -1.08  0.1019
H13 4.44 0.19 -1.01  0.1028
H14 3.81 -1.66 0.50  0.1158
H15 0.17 -1.81 5.39  -0.1701


(3)
The following is a quantum chemistry calculation of a structure of composition C5H8N at a distorted geometry, from the Open Molecules 2025 dataset.

ΔE to the lowest compared entry with this formula, charge and spin ... 104.7 kcal/mol
Charge ... +1
Frontier orbital gap ... 0.370 Eh

Last column: Löwdin charge in e.
Element x y z (Å)
C1 -0.50 -0.18 -0.04  -0.1244
C2 0.43 1.24 -0.09  0.0839
C3 1.81 -0.82 -0.33  0.0085
C4 1.35 0.21 0.52  -0.1590
C5 -1.87 -0.48 0.10  0.0182
N1 0.45 -1.04 0.26  0.1162
H1 0.63 1.66 -1.04  0.1224
H2 0.17 1.85 0.67  0.0822
H3 1.77 -0.76 -1.33  0.1062
H4 2.34 -1.61 0.17  0.1437
H5 1.92 0.36 1.51  0.2016
H6 -2.57 0.37 -0.29  0.1523
H7 -2.01 -0.61 1.18  0.1402
H8 -2.33 -1.42 -0.12  0.1082


(4)
The following is a quantum chemistry calculation of the ion C10H15N2O with charge +1 at a distorted geometry, from the Open Molecules 2025 dataset.

ΔE to the lowest compared entry with this formula, charge and spin ... 93.6 kcal/mol
Charge ... +1
Frontier orbital gap ... 0.315 Eh

Last column: Löwdin charge in e.
Element x y z (Å)
C1 -0.36 1.79 0.36  0.0168
C2 0.71 0.60 -1.56  0.1804
C3 0.26 1.69 -0.97  -0.3768
C4 -0.93 0.74 0.96  -0.2336
C5 2.73 -1.94 0.25  0.0408
C6 1.75 -1.05 0.43  -0.1400
C7 -1.97 -1.23 0.33  -0.2054
C8 0.48 -1.14 -0.28  -0.2304
C9 0.21 2.96 -1.69  -0.0736
C10 -1.37 0.66 2.39  -0.0349
N1 -0.87 -0.60 0.26  0.0568
N2 0.07 -2.28 -1.10  0.0923
O1 -2.19 -2.44 0.08  0.1605
H1 -0.35 2.80 0.90  0.1647
H2 1.45 0.50 -2.29  0.0794
H3 3.72 -1.64 0.69  0.0951
H4 2.67 -2.87 -0.24  0.0497
H5 2.02 -0.19 1.11  0.1388
H6 -2.83 -0.58 0.54  0.1813
H7 0.34 3.73 -0.91  0.0771
H8 -0.84 3.09 -2.23  0.1480
H9 0.99 3.19 -2.46  0.1014
H10 -0.97 -0.26 2.91  0.1061
H11 -2.51 0.60 2.50  0.1098
H12 -1.09 1.57 2.97  0.0996
H13 -0.73 -1.97 -1.64  0.1137
H14 -1.26 -2.87 0.06  0.1648
H15 0.87 -2.86 -1.37  0.1177